The following is a DFT calculation (ωB97M-V/def2-TZVPD) of a structure of composition C30H35InN9O7S3 at a distorted geometry.

The geometry in ORCA input format:
```
! RIJCOSX wB97M-V def2-TZVPD def2/J DEFGRID3
* xyz -1 1
In -0.241 0.470 0.537
O -0.361 4.373 2.378
C -0.021 3.461 1.628
O -0.684 2.368 1.485
C 1.335 3.616 0.917
C 2.306 2.549 1.469
C 3.760 2.974 1.215
C 3.874 2.752 -0.314
C 2.476 2.198 -0.638
O 2.143 1.470 0.547
C 1.456 3.359 -0.615
C 0.233 2.940 -1.435
O -0.050 3.657 -2.416
O -0.362 1.848 -1.181
H 1.674 4.619 1.165
H 2.093 2.224 2.482
H 3.945 4.003 1.523
H 4.439 2.319 1.761
H 4.079 3.670 -0.864
H 4.645 2.022 -0.557
H 2.417 1.548 -1.508
H 1.853 4.241 -1.112
S 1.186 -1.359 -0.489
C 1.216 -2.419 0.858
N 0.253 -2.653 1.683
C 0.613 -3.535 2.673
C -0.202 -3.950 3.725
C 0.301 -4.840 4.656
C 1.601 -5.336 4.552
C 2.423 -4.943 3.507
C 1.926 -4.041 2.578
S 2.700 -3.341 1.188
H -1.214 -3.567 3.791
H -0.328 -5.159 5.478
H 1.972 -6.035 5.291
H 3.433 -5.322 3.415
C 0.969 0.421 5.283
N -0.271 0.146 4.580
C -1.478 0.145 5.218
C -2.619 -0.044 4.545
C -2.589 -0.209 3.093
O -3.618 -0.438 2.459
N -1.354 -0.108 2.495
C -0.236 0.075 3.198
O 0.871 0.174 2.630
H 0.820 0.248 6.347
H 1.282 1.455 5.123
H 1.754 -0.232 4.910
H -1.440 0.288 6.290
H -3.581 -0.050 5.032
C -2.508 -1.770 -0.221
N -2.093 -0.431 -0.699
C -3.230 0.511 -0.537
N -4.402 0.048 -1.276
C -4.762 -1.281 -0.773
N -3.676 -2.253 -0.957
C -3.345 -2.309 -2.380
N -2.942 -1.005 -2.904
C -1.784 -0.534 -2.147
C -4.046 -0.067 -2.689
H -2.758 -1.700 0.833
H -1.675 -2.464 -0.355
H -2.918 1.490 -0.906
H -3.477 0.575 0.519
H -5.646 -1.636 -1.310
H -4.985 -1.205 0.292
H -4.221 -2.655 -2.935
H -2.529 -3.020 -2.529
H -1.481 0.445 -2.510
H -0.954 -1.225 -2.286
H -4.917 -0.417 -3.251
H -3.751 0.915 -3.063
C 2.937 -0.657 -6.451
N 2.264 0.588 -6.188
C 2.146 1.680 -7.033
C 1.436 2.615 -6.372
N 1.119 2.099 -5.136
C 1.631 0.853 -5.003
S 1.558 -0.183 -3.699
H 3.409 -0.612 -7.431
H 2.225 -1.482 -6.417
H 3.685 -0.840 -5.680
H 2.576 1.690 -8.018
H 1.133 3.601 -6.675
H 0.584 2.580 -4.390
*
```

HOMO ... -5.341 eV
Gap between HOMO and LUMO ... 7.701 eV
Max |F| ... 0.0222 Eh/bohr

=====

The following is a DFT calculation (ωB97M-V/def2-TZVPD) of the ion CH5N2O2Si with charge -1 at a distorted geometry.

The geometry in ORCA input format:
```
! RIJCOSX wB97M-V def2-TZVPD def2/J DEFGRID3
* xyz -1 1
C 2.013 0.241 -0.517
N 0.871 1.211 -0.765
N 1.189 0.150 -1.796
O 0.179 -0.748 -1.602
O 1.109 2.477 -1.034
Si -0.859 0.014 -0.434
H 3.040 0.580 -0.638
H 1.676 -0.415 0.321
H -1.617 0.953 -1.383
H -1.717 -1.223 -0.142
H -0.699 0.598 1.021
*
```

HOMO ... -3.391 eV
Gap between HOMO and LUMO ... 7.528 eV
Max |F| ... 0.0499 Eh/bohr

=====

The following is a DFT calculation (ωB97M-V/def2-TZVPD) of a structure of composition C23H30LiN5O2S.

The geometry in ORCA input format:
```
! RIJCOSX wB97M-V def2-TZVPD def2/J DEFGRID3
* xyz 0 1
Li 2.726 0.746 -1.707
C -3.581 -0.473 0.897
C -3.228 -0.470 -0.598
C -3.057 0.981 -1.047
C -4.387 -1.085 -1.393
C -1.954 -1.290 -0.815
C -1.974 -2.674 -0.562
C -0.867 -3.474 -0.766
C 0.307 -2.880 -1.215
S 1.853 -3.577 -1.575
C 2.470 -1.978 -1.977
N 1.596 -1.024 -1.839
C 0.364 -1.503 -1.439
C -0.775 -0.713 -1.254
C 3.857 -1.757 -2.407
C 4.667 -2.868 -2.678
C 5.968 -2.677 -3.098
C 6.440 -1.373 -3.237
C 5.615 -0.292 -2.955
C 4.280 -0.413 -2.528
H -4.508 0.083 1.067
H -2.784 0.000 1.475
H -3.720 -1.486 1.277
H -3.983 1.530 -0.864
H -2.835 1.044 -2.114
H -2.251 1.481 -0.508
H -5.293 -0.489 -1.257
H -4.608 -2.104 -1.073
H -4.151 -1.110 -2.458
H -2.886 -3.140 -0.210
H -0.918 -4.539 -0.581
H -0.699 0.342 -1.477
H 4.286 -3.880 -2.576
H 6.605 -3.524 -3.319
H 7.459 -1.208 -3.570
H 6.042 0.701 -3.079
N 3.007 0.794 0.426
C 1.614 0.920 0.830
C 1.364 1.068 2.346
C 0.107 0.327 2.864
C -0.946 1.235 3.491
N -1.323 2.220 2.498
C -2.405 2.938 2.469
N -3.290 2.974 3.493
N -2.658 3.681 1.373
C 0.969 2.006 -0.072
O -0.053 2.621 0.380
O 1.444 2.170 -1.197
H 3.443 -0.040 0.797
H 3.562 1.598 0.696
H 1.131 -0.010 0.515
H 1.331 2.127 2.620
H 2.239 0.655 2.850
H 0.390 -0.421 3.605
H -0.364 -0.218 2.040
H -0.544 1.728 4.383
H -1.815 0.640 3.795
H -0.677 2.323 1.608
H -3.164 2.333 4.256
H -4.234 3.262 3.302
H -1.948 3.676 0.648
H -3.256 4.484 1.446
*
```

HOMO ... -6.643 eV
Gap between HOMO and LUMO ... 6.498 eV
Max |F| ... 0.0025 Eh/bohr

=====

The following is a DFT calculation (ωB97M-V/def2-TZVPD) of an isolated molecule of CCl3NO at a distorted geometry.

The geometry in ORCA input format:
```
! RIJCOSX wB97M-V def2-TZVPD def2/J DEFGRID3
* xyz 0 1
C -0.255 -0.275 0.052
N 0.269 1.284 -0.040
O 1.368 1.405 -0.444
Cl 1.012 -1.380 -0.499
Cl -1.752 -0.514 -0.869
Cl -0.642 -0.522 1.799
*
```

HOMO ... -10.219 eV
Gap between HOMO and LUMO ... 9.170 eV
Max |F| ... 0.0282 Eh/bohr

=====

The highest HOMO belongs to which entry? CH5N2O2Si

=====

Among the records above, which one has the lowest HOMO? CCl3NO

=====

Which formula does entry 4 have? CCl3NO

=====

Among the records above, which one has the highest gap between HOMO and LUMO? CCl3NO